No. 1
Here is a 10-piece molecular cluster, C13H46N4O10 overall at a distorted geometry from the Open Molecules 2025 dataset. Energies are from the ωB97M-V functional and the def2-TZVPD basis.

```
73
Properties=species:S:1:pos:R:3:mulliken_spin:R:1
C 1.604 3.281 -0.295 1.65
O 0.491 3.833 -0.913 -2.20
H 1.568 3.188 0.790 -0.59
H 1.923 2.313 -0.681 0.52
H 2.356 4.050 -0.474 -0.21
H 0.385 4.736 -0.607 0.86
C 3.102 1.287 3.530 0.33
O 2.601 1.064 2.190 -0.47
H 4.010 1.874 3.393 -0.06
H 2.397 1.781 4.199 -0.05
H 3.293 0.370 4.089 0.05
H 3.128 0.309 1.919 0.13
C -4.090 -3.188 1.096 0.00
O -4.364 -4.430 1.757 -0.01
H -4.915 -2.478 1.159 0.00
H -3.286 -2.735 1.676 0.02
H -3.726 -3.474 0.109 0.00
H -5.212 -4.831 1.552 0.00
C -0.075 3.729 -3.804 0.55
O -0.304 2.535 -3.089 0.01
H 0.299 3.413 -4.779 0.00
H -0.896 4.436 -3.919 0.01
H 0.718 4.331 -3.360 0.02
H -0.061 2.763 -2.188 0.28
C -0.359 -1.316 -3.591 -0.06
O -1.329 -0.378 -3.971 -0.05
H -0.167 -1.955 -4.453 -0.02
H 0.517 -0.788 -3.212 0.03
H -0.732 -2.069 -2.897 0.00
H -0.958 0.002 -4.770 -0.01
C 1.825 -4.108 0.883 0.12
O 2.805 -4.818 1.180 -0.02
N 0.812 -4.576 0.179 -0.02
N 1.675 -2.848 1.194 -0.11
H 0.965 -5.493 -0.215 0.00
H 0.122 -3.846 0.083 0.00
H 0.827 -2.364 0.938 0.01
H 2.432 -2.385 1.676 0.00
C -0.539 -0.805 0.273 0.67
O -0.951 -1.939 0.363 -0.17
N -0.194 -0.114 1.290 -0.12
N -0.576 -0.077 -0.826 -0.22
H 0.518 0.597 1.205 0.02
H -0.556 -0.465 2.166 -0.01
H -1.253 -0.456 -1.473 0.05
H -0.135 0.823 -0.954 -0.10
C 3.339 -0.167 -2.592 -0.09
C 3.798 1.232 -3.028 0.14
O 2.819 1.968 -3.663 -0.11
H 4.169 -0.582 -2.020 -0.06
H 3.198 -0.761 -3.495 0.00
H 2.387 -0.207 -2.062 0.14
H 4.672 1.218 -3.679 0.00
H 4.276 1.823 -2.247 0.01
H 2.058 2.056 -3.084 0.05
C -4.337 -0.440 -1.642 0.00
C -3.947 1.074 -2.002 0.08
O -3.581 1.276 -3.330 -0.05
H -5.339 -0.594 -2.043 -0.01
H -4.347 -0.467 -0.553 0.00
H -3.770 -1.318 -1.951 0.01
H -3.134 1.438 -1.374 -0.01
H -4.772 1.771 -1.849 -0.04
H -2.727 0.856 -3.459 0.00
C -0.025 -0.155 5.271 0.06
C 0.005 -0.089 6.733 -0.03
O 0.053 1.241 7.168 -0.05
H 0.988 0.173 5.038 0.06
H -0.631 0.663 4.880 -0.02
H -0.161 -1.099 4.744 0.03
H 0.911 -0.662 6.930 0.01
H -0.861 -0.517 7.238 0.00
H -0.737 1.491 7.653 0.01
```

The expectation value of S² is 0.75. Its spin multiplicity is 2. The gap between HOMO and LUMO (alpha / beta) is 2.13 / 9.57 eV. As for the net charge: -1. Its HOMO energy (alpha / beta) is 0.27 / -7.26 eV. Its LUMO energy (alpha / beta) is 2.397 / 2.311 eV. The calculated total energy is -1494.1757 Ha.



No. 2
Here is one molecule with the formula C2H5IN2OS at a distorted geometry from the Open Molecules 2025 dataset. Energies are from the ωB97M-V functional and the def2-TZVPD basis.

```
12
Properties=species:S:1:pos:R:3:nbo_charge:R:1
C 0.495 0.344 0.320 0.46
C 0.605 1.372 -0.754 -0.64
N -0.775 -0.420 -0.248 -0.80
N 1.474 -0.702 0.423 -0.75
O 0.042 0.694 1.733 -0.73
S 1.249 2.806 -0.486 0.41
I 3.566 -0.386 0.092 0.22
H 0.101 1.146 -1.689 0.26
H -0.512 -0.675 -1.214 0.34
H -0.726 -1.393 0.082 0.36
H 1.617 -0.891 1.397 0.39
H -0.164 1.710 1.737 0.48
```

The expectation value of S² is 2.01. Its spin multiplicity is 3. The gap between HOMO and LUMO (alpha / beta) is 7.07 / 6.22 eV. As for the net charge: 0. For the energy above the lowest of the compared OMol25 structures with the same formula, charge and spin, the calculation gives 0.0 kcal/mol. Its HOMO energy (alpha / beta) is -7.60 / -9.13 eV. Its LUMO energy (alpha / beta) is -0.528 / -2.910 eV. The calculated total energy is -959.6695 Ha.



No. 3
Here is one molecule with the formula C3H5NO2 at a distorted geometry from the Open Molecules 2025 dataset. Energies are from the ωB97M-V functional and the def2-TZVPD basis.

```
11
Properties=species:S:1:pos:R:3:nbo_charge:R:1
N -0.502 1.196 -2.046 -0.70
C -0.424 0.537 -0.984 0.77
O -0.762 -0.782 -0.886 -0.48
C 0.079 -1.277 0.114 -0.15
C 0.252 0.026 1.131 -0.09
O -0.003 1.044 0.214 -0.51
H -0.232 2.157 -1.847 0.36
H 1.075 -1.472 -0.283 0.20
H -0.317 -1.592 1.042 0.23
H -0.440 0.145 2.013 0.18
H 1.273 0.019 1.532 0.19
```

The gap between HOMO and LUMO is 10.94 eV. As for the net charge: 0. For the energy above the lowest of the compared OMol25 structures with the same formula, charge and spin, the calculation gives 65.5 kcal/mol. Its HOMO energy is -10.17 eV. Its LUMO energy is 0.763 eV. The calculated total energy is -322.4700 Ha. The structure (SMILES) is N=C1OCCO1.



No. 4
Here is C5H7EuO3 as an isolated structure at a distorted geometry from the Open Molecules 2025 dataset. Energies are from the ωB97M-V functional and the def2-TZVPD basis.

```
16
Properties=species:S:1:pos:R:3:mulliken_spin:R:1
O -2.775 1.719 1.877 0.00
C -3.747 2.241 2.437 -0.01
O -4.731 1.586 2.916 -0.02
Eu -6.428 3.015 2.781 7.03
O -4.162 3.502 2.054 0.00
C -3.084 4.558 1.178 0.00
H -2.492 4.886 2.044 0.00
H -2.252 3.997 0.734 0.00
H -3.554 5.509 0.907 0.00
C -3.267 3.702 -1.794 0.00
C -3.142 2.366 -1.984 0.00
C -3.136 1.205 -1.401 0.00
H -2.372 4.324 -1.717 0.00
H -4.211 4.174 -2.083 0.00
H -4.064 0.744 -1.049 0.00
H -2.680 1.230 -0.129 0.00
```

The expectation value of S² is 15.76. Its spin multiplicity is 8. The gap between HOMO and LUMO (alpha / beta) is 4.46 / 4.60 eV. As for the net charge: +1. For the energy above the lowest of the compared OMol25 structures with the same formula, charge and spin, the calculation gives 144.2 kcal/mol. Its HOMO energy (alpha / beta) is -9.99 / -9.99 eV. Its LUMO energy (alpha / beta) is -5.527 / -5.387 eV. The calculated total energy is -1130.2632 Ha.



No. 5
Here is an isolated ion of composition C2H3N2OS and charge -1 at a distorted geometry from the Open Molecules 2025 dataset. Energies are from the ωB97M-V functional and the def2-TZVPD basis.

```
9
Properties=species:S:1:pos:R:3:nbo_charge:R:1
C -0.643 -0.760 0.491 -0.58
C -0.753 -0.402 -0.809 -0.02
N -0.080 0.547 -1.537 -0.86
S 1.097 1.395 -0.812 0.77
N 1.065 0.854 0.687 -0.29
O 1.993 1.211 1.512 -0.56
H 0.074 -0.534 1.169 0.23
H -1.257 -1.506 0.910 0.15
H -1.496 -0.803 -1.610 0.17
```

The gap between HOMO and LUMO is 6.62 eV. As for the net charge: -1. For the energy above the lowest of the compared OMol25 structures with the same formula, charge and spin, the calculation gives 83.5 kcal/mol. Its HOMO energy is -2.56 eV. Its LUMO energy is 4.063 eV. The calculated total energy is -660.8212 Ha. The structure (SMILES) is C=C[N-]SN=O.



No. 6
Here is one molecule with the formula C2H5NO from the Open Molecules 2025 dataset. Energies are from the ωB97M-V functional and the def2-TZVPD basis.

```
9
Properties=species:S:1:pos:R:3:nbo_charge:R:1
C 0.427 1.419 -0.272 -0.25
C 0.015 -0.808 -0.408 0.28
O 0.330 0.195 0.434 -0.56
N -0.515 -1.766 0.344 -0.81
H 0.559 2.204 0.468 0.19
H -0.505 1.586 -0.813 0.18
H 1.251 1.407 -0.986 0.19
H -0.679 -1.652 1.340 0.38
H -0.883 -2.585 -0.106 0.40
```

The gap between HOMO and LUMO is 9.95 eV. As for the net charge: 0. For the energy above the lowest of the compared OMol25 structures with the same formula, charge and spin, the calculation gives 54.6 kcal/mol. Its HOMO energy is -8.74 eV. Its LUMO energy is 1.214 eV. The calculated total energy is -209.1353 Ha.